C22H18N6O2PdS | wB97M-V/def2-TZVPD

HOMO = -6.715 eV

```
50
C22H18N6O2PdS wB97M-V/def2-TZVPD
C -2.098 1.102 -1.276
C -3.400 2.660 -2.557
C -2.039 -2.221 3.796
C 2.171 -0.587 -2.010
H -1.904 2.340 1.765
C -1.063 1.146 -2.280
N -1.837 0.269 -0.233
O -3.661 0.631 1.161
H 3.561 -0.478 -3.613
O 1.551 1.067 -3.609
C -2.615 -1.301 2.957
H 5.162 -2.102 -2.545
C -1.249 1.954 -3.412
C 2.726 -1.929 -0.205
N -0.677 3.423 0.481
C -1.934 -0.870 1.813
N 0.023 0.368 -2.004
C 0.407 2.644 0.260
H -0.259 -3.416 4.095
C 4.245 -1.805 -2.058
H -2.324 4.052 1.553
H 0.840 -2.613 2.052
C 3.921 -2.301 -0.784
C -3.260 1.869 -1.441
N -0.683 -1.346 1.503
H -4.031 1.802 -0.692
H -2.545 -2.572 4.683
C -0.142 -2.241 2.324
H 1.652 2.527 -1.433
H 0.282 4.357 -2.483
C -2.400 2.700 -3.537
H -2.538 3.325 -4.408
H -1.697 4.917 -0.662
C -2.586 0.084 0.902
C -1.501 3.349 1.655
H -0.484 1.969 -4.174
N 1.843 -1.114 -0.779
H 4.591 -2.966 -0.261
C -0.875 4.234 -0.608
C 3.370 -0.928 -2.650
C 0.096 3.961 -1.508
H -4.296 3.249 -2.683
H 2.470 -2.299 0.780
C 1.240 0.355 -2.646
Pd -0.047 -0.468 -0.256
H -0.917 3.579 2.549
C -0.761 -2.699 3.469
N 0.895 2.995 -0.957
H -3.598 -0.889 3.129
S 1.087 1.563 1.354
```

=====

C26H40BrCl27NO2S2 | wB97M-V/def2-TZVPD

HOMO = -2.274 eV
charge = -1

```
99
C26H40BrCl27NO2S2 wB97M-V/def2-TZVPD
C 1.433 2.449 0.356
C 0.425 3.254 -1.851
O 1.687 -0.954 -0.452
S -2.364 -3.474 0.618
C -5.402 4.381 -1.590
H 0.917 0.536 1.202
H -0.632 2.641 -0.103
H -1.434 0.331 -2.073
C 6.380 -5.215 -0.378
Cl -6.052 5.752 -2.500
C -1.576 -6.893 3.634
Cl 5.031 -5.192 -1.510
Cl -2.108 -6.412 2.033
Cl -8.001 9.784 -2.927
H 6.042 -4.771 0.549
C -1.215 -0.729 -2.177
Cl 6.898 -6.867 -0.041
C -7.728 9.319 -4.608
C -6.130 -5.351 3.773
C 2.188 -1.773 -1.512
Cl -5.800 2.866 -2.387
H -3.655 -1.156 2.853
H 2.441 -2.014 1.209
H 0.329 4.295 -1.543
H -1.324 -2.006 -3.869
Cl 7.182 -0.356 4.705
C -4.623 0.384 1.797
H -3.277 2.227 -0.185
Cl -9.147 9.680 -5.595
C 1.805 1.065 0.867
H 2.291 2.890 -0.151
H -1.488 0.424 -0.106
Cl 9.771 -0.688 3.430
N -2.661 -0.913 1.005
H 6.043 -0.283 6.865
C -0.517 2.890 -3.002
H 0.195 1.310 -0.959
H -1.905 -0.494 -5.487
Cl 2.660 -3.952 2.516
H 7.788 0.126 2.501
H 1.353 -2.059 -2.141
H -2.554 0.374 -4.124
H -5.358 -5.832 4.356
H -1.505 2.626 -2.618
H -3.645 0.851 -1.180
C -0.643 1.114 -5.001
H 2.641 -2.672 -1.092
Cl 6.413 -1.239 -1.724
Cl -5.405 -3.976 2.954
C 3.130 -2.337 1.985
H -0.361 -0.947 -1.539
Cl 3.047 -1.174 3.302
C 2.454 0.225 -0.237
H -0.651 3.783 -3.601
C 6.465 0.507 -1.485
H -4.155 1.080 2.499
Cl -7.409 -4.836 4.880
Cl -7.288 7.621 -4.726
H -4.543 -1.756 1.484
Cl 3.894 0.248 6.139
H 1.200 3.100 1.197
Cl -2.955 -7.255 4.689
Cl 4.757 -2.334 1.296
C -2.540 -1.943 0.088
H 2.940 -1.243 -2.089
H -6.903 9.907 -4.985
C -3.513 1.161 -0.151
H -5.860 4.383 -0.611
O -4.757 0.948 0.518
C 0.268 2.348 -0.642
H -5.631 0.215 2.166
Cl -0.548 -5.659 4.359
Cl 6.269 0.901 0.231
Cl 4.846 -0.083 8.867
C -2.365 0.443 0.526
Cl -3.658 4.552 -1.381
H 1.434 3.109 -2.243
H 3.473 -0.067 0.037
H 2.513 0.812 -1.157
H -2.079 1.017 1.407
H 7.434 0.866 -1.801
C -3.900 -0.947 1.809
Cl 8.611 1.962 3.691
C 8.278 0.248 3.458
H 2.530 1.136 1.673
C -0.953 -1.004 -3.664
Cl 4.915 -2.323 7.015
Cl 5.234 1.315 -2.449
H -0.996 -7.801 3.542
Cl 7.723 -4.245 -0.990
S -2.687 -1.673 -1.673
Br -1.844 2.510 -5.851
C 5.050 -0.573 7.184
H 0.126 -1.019 -3.809
C 0.109 1.777 -3.859
H 0.484 1.009 -3.174
C -1.608 0.022 -4.575
Cl -6.745 -6.528 2.612
H 0.997 2.243 -4.297
```

=====

C18H22N8O6SSc | wB97M-V/def2-TZVPD

ΔE to the lowest compared entry with this formula, charge and spin = 34.5 kcal/mol
HOMO = -10.988 eV
charge = +1

```
56
C18H22N8O6SSc wB97M-V/def2-TZVPD
C 12.100 6.439 8.304
O 7.372 8.322 8.554
H 12.214 5.367 8.202
C 8.058 9.629 12.836
C 7.660 11.141 5.832
H 10.184 6.386 7.318
N 8.655 9.324 10.714
N 16.780 13.280 6.883
H 14.100 7.037 8.941
H 14.340 14.484 6.779
H 16.543 13.920 6.063
C 14.369 13.633 7.462
O 5.826 6.687 12.959
N 8.966 9.973 11.917
H 8.228 13.861 7.916
O 10.804 12.512 9.544
H 6.606 10.980 6.138
H 8.110 10.089 13.878
C 13.065 7.311 8.675
C 11.571 9.061 8.564
H 9.286 12.475 6.230
O 5.705 7.476 9.927
N 10.582 8.226 8.236
C 6.783 8.009 9.681
H 6.677 12.930 7.753
H 12.285 13.730 8.172
C 15.568 12.845 7.495
H 8.013 9.101 6.139
C 13.210 11.913 8.789
N 8.488 9.987 6.429
O 11.947 10.750 10.907
C 7.780 12.863 7.729
H 14.344 10.147 9.262
C 7.159 8.650 12.290
C 14.357 11.151 8.803
H 7.874 13.330 5.704
H 9.328 9.912 5.835
C 10.889 6.944 7.922
H 16.453 11.019 8.227
H 7.347 11.964 9.484
N 11.076 10.333 8.575
H 17.272 12.496 6.495
C 13.226 13.160 8.156
H 7.748 11.165 4.741
S 11.736 11.426 9.636
C 8.184 12.463 6.310
O 5.305 8.673 13.877
H 5.462 9.600 13.679
N 8.140 11.875 8.817
C 6.111 7.886 12.999
H 9.756 10.618 11.899
H 9.038 12.214 9.258
C 15.559 11.648 8.241
C 7.496 8.636 10.890
Sc 8.816 9.722 8.561
N 12.803 8.607 8.800
```

=====

C5H8N | wB97M-V/def2-TZVPD

ΔE to the lowest compared entry with this formula, charge and spin = 126.0 kcal/mol
HOMO = -13.323 eV
charge = +1

```
14
C5H8N wB97M-V/def2-TZVPD
H 2.031 -1.212 -0.934
C 1.124 -1.678 -0.584
C -1.442 2.524 1.980
H 0.061 0.457 -1.766
N -0.120 -1.039 -0.563
C -0.517 0.052 -1.074
C -0.806 1.697 1.008
H 1.304 -2.174 0.319
H 0.599 1.764 3.002
H -1.572 0.271 -0.948
H -2.287 3.152 2.039
C -0.253 1.889 2.310
H -0.691 -1.488 0.125
H 0.984 -2.428 -1.425
```

=====

C4H3Cl3S2 | wB97M-V/def2-TZVPD

ΔE to the lowest compared entry with this formula, charge and spin = 0.0 kcal/mol
HOMO = -8.901 eV

```
12
C4H3Cl3S2 wB97M-V/def2-TZVPD
Cl 0.084 1.703 -1.913
Cl 1.367 -0.751 -2.084
H -2.085 0.129 0.912
C -1.585 -0.142 -0.081
Cl -0.205 -1.111 2.622
C -0.063 -0.117 0.132
S 2.354 -0.428 1.345
S 2.330 1.152 -0.078
C 0.575 -0.509 1.268
H -1.908 -1.192 -0.325
H -1.733 0.749 -0.891
C 0.869 0.517 -0.907
```

=====

C4H10S | wB97M-V/def2-TZVPD

ΔE to the lowest compared entry with this formula, charge and spin = 70.1 kcal/mol
HOMO = -9.077 eV

```
15
C4H10S wB97M-V/def2-TZVPD
H 1.801 -1.471 0.928
H 1.988 -0.565 -1.276
C 0.899 -0.742 -1.141
H 0.944 -0.406 2.334
H 0.596 -0.489 -2.096
H 1.304 2.075 -0.387
C 1.216 -0.363 1.054
H -1.106 -1.451 0.488
H -0.365 2.110 0.532
C 0.258 1.607 -0.181
H 0.456 -1.825 -0.800
H -0.583 1.641 -0.925
H 2.230 0.379 1.011
C 0.357 0.141 0.012
S -1.478 -0.241 0.108
```

=====

C21H26FN3O3S | wB97M-V/def2-TZVPD

ΔE to the lowest compared entry with this formula, charge and spin = 13.4 kcal/mol
HOMO = -7.759 eV

```
55
C21H26FN3O3S wB97M-V/def2-TZVPD
C 0.777 2.169 2.271
C -1.042 -3.724 -3.576
H -0.111 -0.422 -0.845
C 0.117 -1.099 -0.014
H -3.628 2.765 1.851
C 1.638 2.762 1.345
H 0.982 -0.887 -5.201
H 0.373 -0.430 2.771
H 1.970 3.533 5.128
H -2.368 -1.464 -0.966
H 0.833 -0.612 0.644
H 1.629 -2.242 -1.082
S -1.540 2.053 1.046
C -2.841 2.173 2.298
H -2.425 2.686 3.156
H 2.731 1.349 -1.597
H -1.036 0.350 3.517
H 1.586 3.369 -0.688
H -3.198 1.179 2.539
H -1.201 -4.057 0.193
H 3.718 2.122 -0.357
C -1.077 -3.553 -4.944
H 0.660 1.912 -0.351
H -1.657 -4.212 -5.571
C 0.441 -1.854 -3.365
H 2.818 0.658 0.026
C 2.789 1.588 -0.538
H 1.032 -1.168 -2.780
H -2.948 -2.309 0.490
C 1.881 3.323 4.073
C -0.344 -2.528 -5.514
O -1.979 1.192 -0.013
C -0.291 -2.876 -2.751
N -1.111 -1.387 0.689
H 0.235 1.993 4.339
N -0.231 1.297 1.788
O -1.134 3.379 0.694
C 1.586 2.437 -0.121
C 0.699 -2.419 -0.544
C 0.419 -1.681 -4.736
C 2.599 3.648 1.815
C -1.451 -3.404 -0.650
H -2.175 -3.914 -1.282
C 2.727 3.931 3.162
C -0.553 0.114 2.558
C 0.904 2.453 3.626
C -1.540 -0.777 1.801
H 3.482 4.624 3.502
H -1.591 -4.547 -3.145
H 3.259 4.125 1.105
F -0.371 -2.358 -6.856
H 0.921 -3.070 0.310
C -2.073 -2.105 -0.127
N -0.233 -3.130 -1.386
O -2.656 -0.954 2.266
```

=====

C2HCuO2 | wB97M-V/def2-TZVPD

HOMO (alpha / beta) = -20.432 / -23.404 eV
2S+1 = 3
charge = +2

```
6
C2HCuO2 wB97M-V/def2-TZVPD
O 1.028 0.481 0.153
O -1.711 0.387 0.056
H 1.955 -1.264 -0.424
C -2.084 -0.686 -0.059
C 1.103 -0.702 0.017
Cu -0.290 1.785 0.258
```

=====

C36H38N4O3RuS5 | wB97M-V/def2-TZVPD

HOMO (alpha / beta) = -9.901 / -9.935 eV
2S+1 = 2
charge = +1

```
87
C36H38N4O3RuS5 wB97M-V/def2-TZVPD
C 0.278 3.701 -0.685
H 0.262 -7.864 -1.779
H -4.746 1.218 1.436
H -2.001 3.282 1.056
C -1.524 -2.550 -1.341
H 2.141 -1.674 6.801
C 1.144 -2.447 3.653
H 4.540 -0.529 -2.720
C -4.103 0.260 -0.358
H -2.458 3.225 -1.049
C -2.042 2.840 -1.981
C -3.630 -2.684 -6.628
H 7.014 -5.470 6.912
H 6.680 -3.790 7.378
H -0.450 2.376 3.521
H -3.810 -4.803 -6.913
C 0.060 -1.207 1.608
S -2.381 0.991 1.702
S 3.662 -4.017 7.095
C 2.451 -4.240 4.602
H -4.266 -2.438 -7.466
C -2.550 -4.335 -5.258
H -2.545 1.457 -3.547
C 0.911 -7.437 -3.773
H 4.974 -0.527 -0.224
C 2.633 -3.482 5.756
H 1.420 -6.735 -5.727
O 0.870 -2.264 -3.727
H -1.792 -1.214 -4.208
C -3.069 -1.680 -5.856
C -1.900 2.745 1.995
O 5.154 -4.944 5.115
H -0.824 -5.686 -1.464
H -3.879 2.310 0.341
C -2.237 -2.002 -4.799
Ru -0.410 -0.264 -0.205
H -2.751 -4.118 -1.961
C -3.372 -4.010 -6.323
C -1.959 -3.331 -4.498
H 1.575 4.225 0.934
H 0.308 -4.551 -5.422
C 0.927 -6.503 -4.795
C 0.298 -5.283 -4.629
S 0.813 2.044 1.570
S -0.324 2.255 -1.647
H -2.368 -5.373 -5.021
C 3.787 -0.384 -1.973
C 5.134 -4.683 6.278
C 1.715 -3.722 3.558
C -2.895 1.720 -2.548
H 1.392 -8.395 -3.905
O -2.109 -2.139 -0.328
C -1.096 -3.682 -3.296
N 1.908 -0.080 -0.830
H 1.584 -4.291 2.650
C -0.370 -4.994 -3.441
N -1.900 -3.600 -2.093
S -2.792 0.138 -1.618
C 2.014 -2.239 5.889
H 2.814 -0.165 1.087
N 4.066 -0.383 -0.638
H -3.282 -0.645 -6.082
C -0.497 2.866 2.551
H -4.096 -0.746 0.067
C 0.280 -7.140 -2.578
C 1.276 -1.727 4.850
H 2.194 2.922 -0.102
H -2.611 3.150 2.716
H 1.830 -0.161 -2.959
C -0.055 -2.540 -3.007
H 0.811 -0.757 4.933
C 0.514 -1.837 2.556
H -0.225 3.916 2.655
H -0.583 4.194 -0.237
H 0.739 4.381 -1.402
C 2.440 -0.194 -2.079
C 1.302 3.333 0.369
C -0.344 -5.918 -2.403
H -5.045 0.436 -0.877
C 2.907 -0.207 0.019
H 5.869 -5.098 8.236
N -0.421 -1.947 -1.856
H -3.941 2.021 -2.605
C 6.247 -4.785 7.266
C -3.914 1.294 0.734
H 2.902 -5.215 4.512
H -1.975 3.660 -2.701
```

=====

C17H31ClMgN4O5 | wB97M-V/def2-TZVPD

ΔE to the lowest compared entry with this formula, charge and spin = 310.5 kcal/mol
HOMO = -8.527 eV

```
59
C17H31ClMgN4O5 wB97M-V/def2-TZVPD
H -1.288 -3.410 3.032
C -1.517 -3.764 4.037
H 4.738 7.256 -5.891
C -2.646 -2.912 4.682
H -5.497 -0.503 -4.246
C -0.061 4.664 2.520
H -0.644 -3.828 4.687
N 2.183 3.785 3.456
H 5.176 -1.707 1.727
C 4.790 6.469 -6.644
O -0.919 1.101 -2.404
H 0.154 6.630 3.399
C -5.447 -2.706 -4.246
H -1.992 4.753 4.666
C -4.674 -3.127 -5.599
H -4.059 -4.025 -5.538
N -0.501 -1.294 6.963
C 4.782 -3.804 1.224
H 4.076 6.791 -7.401
H -0.815 3.941 2.209
H 4.406 -2.532 2.975
C -1.255 5.555 4.717
C 5.780 -2.629 -0.736
H 3.745 -3.557 1.000
H 0.297 5.126 1.600
H 6.533 -4.360 0.216
C -0.618 5.866 3.306
H -2.676 -0.509 4.986
H -0.533 5.599 5.532
C 5.129 -2.700 2.176
C -5.594 -3.459 -6.633
H -3.988 -2.352 -5.942
Mg 5.039 2.161 -4.293
H 6.111 -2.906 2.601
N 5.923 -1.567 -1.290
O 1.396 1.392 -2.721
N -6.407 -3.704 -7.389
H -4.957 -2.914 -3.294
Cl 0.331 0.415 -2.502
H -6.877 -1.270 -5.095
H -1.339 6.383 2.673
H -6.297 -3.382 -4.151
O 0.545 -0.213 -1.246
H 5.157 -4.536 -0.886
H -2.977 -3.280 5.653
C -6.212 -1.325 -4.233
H -3.492 -2.717 4.022
H 4.985 -4.809 1.595
H -6.836 -1.234 -3.344
H 5.796 6.457 -7.064
O 4.333 5.253 -6.139
H -1.466 -1.199 4.023
H -1.971 -4.751 3.954
C -1.196 -1.291 6.029
H -1.777 6.497 4.885
C 1.220 4.143 3.074
O 0.388 -0.627 -3.498
C 5.586 -3.921 -0.095
C -2.072 -1.412 4.904
```